{
  "formula": "C4H5NO",
  "method": "wB97M-V/def2-TZVPD",
  "lumo_ev": 0.31,
  "e_above_lowest_kj_mol": 330.5,
  "smiles": "C#CCNC=O",
  "total_energy_ev": -7763.101,
  "orbital_gap_ev": 10.289,
  "spin_multiplicity": 1,
  "molar_mass_g_mol": 83.090,
  "species": ["C", "H", "C", "H", "H", "O", "H", "C", "H", "C", "N"],
  "coordinates": [[1.407, -0.919, 0.487], [0.476, -2.326, -1.018], [-1.491, 0.453, 0.724], [1.658, 1.184, 0.063], [0.391, 0.394, -0.885], [-1.869, -0.030, -0.324], [0.048, 0.953, 1.961], [0.855, 0.458, 0.105], [-2.177, 0.656, 1.565], [0.994, -1.784, -0.264], [-0.206, 0.844, 0.991]],
  "lowdin_charge": [-0.09, 0.06, -0.35, 0.11, 0.11, 0.02, 0.13, -0.25, 0.13, 0.12, 0.01]
}